Record 1
Formula: C15H15NO3V
Source: OMol25
Level of theory: ωB97M-V/def2-TZVPD

Geometry (Å):
C1 0.19 -1.70 -3.43
C2 -1.14 -1.79 -2.91
C3 -1.06 -2.45 -1.65
C4 0.31 -2.74 -1.38
C5 1.08 -2.27 -2.48
V1 0.13 -0.38 -1.48
C6 -0.87 1.23 -2.41
C7 0.53 1.49 -2.90
C8 0.87 2.06 -4.09
N1 1.44 0.92 -1.98
H1 -1.90 -2.65 -0.98
H2 -2.04 -1.43 -3.39
H3 0.70 -3.21 -0.48
H4 2.17 -2.33 -2.58
H5 0.47 -1.20 -4.36
H6 -1.65 1.24 -3.19
H7 2.43 1.05 -2.21
H8 -1.13 1.86 -1.55
H9 0.11 2.50 -4.74
H10 1.92 2.15 -4.39
O1 0.18 2.54 2.32
C9 0.00 1.52 3.19
C10 0.03 1.85 4.56
C11 -0.15 0.87 5.53
C12 -0.38 -0.45 5.16
C13 -0.42 -0.80 3.81
C14 -0.23 0.17 2.80
C15 -0.26 -0.32 1.38
O2 -0.48 -1.59 1.16
O3 0.00 0.45 0.35
H11 0.17 2.47 1.36
H12 0.21 2.87 4.86
H13 -0.12 1.13 6.58
H14 -0.52 -1.21 5.92
H15 -0.59 -1.84 3.57

relative energy (zero: lowest compared OMol25 entry of this formula, charge and spin)	0.0	kJ/mol
charge	-2
⟨S²⟩	3.79
highest occupied orbital energy (spin up / spin down)	2.35 / -0.17	eV
2S+1	4
orbital gap (spin up / spin down)	3.10 / 5.60	eV



Record 2
Formula: C15H15NO7S5Ti
Source: OMol25
Level of theory: ωB97M-V/def2-TZVPD

Geometry (Å):
Ti1 0.71 0.49 -0.43
O1 0.64 0.47 1.39
C1 0.74 1.39 2.43
C2 0.42 2.82 2.00
C3 -0.98 2.97 1.36
C4 -1.07 3.05 -0.15
C5 -1.54 4.18 -0.76
C6 -1.82 4.23 -2.14
C7 -1.70 3.01 -2.84
C8 -1.23 1.90 -2.20
N1 -0.80 1.89 -0.89
H1 -2.14 0.57 0.01
H2 1.75 1.36 2.85
H3 0.04 1.09 3.22
H4 1.18 3.19 1.33
H5 0.46 3.44 2.91
H6 -1.44 3.88 1.74
H7 -1.60 2.13 1.69
H8 -1.72 5.05 -0.13
H9 -2.17 5.14 -2.61
H10 -1.99 2.92 -3.88
H11 -1.12 0.96 -2.73
S1 -3.07 -3.21 -0.08
C9 -2.23 -1.78 -0.22
S2 -3.05 -0.36 0.41
S3 -0.68 -1.64 -0.92
O2 1.35 0.34 -2.62
S4 2.55 -0.46 -2.34
O3 2.76 -1.59 -3.20
O4 2.54 -0.75 -0.90
C10 3.96 0.62 -2.64
C11 4.69 0.32 -3.79
C12 5.79 1.08 -4.16
C13 6.17 2.15 -3.37
C14 5.45 2.45 -2.22
C15 4.34 1.70 -1.84
S5 3.56 2.22 -0.30
O5 4.07 1.34 0.72
O6 3.94 3.61 -0.17
O7 2.11 2.08 -0.55
H12 4.38 -0.52 -4.39
H13 6.34 0.83 -5.05
H14 7.02 2.76 -3.64
H15 5.72 3.30 -1.60

relative energy (zero: lowest compared OMol25 entry of this formula, charge and spin)	0.0	kJ/mol
charge	-2
⟨S²⟩	2.02
highest occupied orbital energy (spin up / spin down)	0.53 / -2.42	eV
2S+1	3
orbital gap (spin up / spin down)	3.96 / 6.92	eV



Record 3
Formula: C15H16BrIIrNOS
Source: OMol25
Level of theory: ωB97M-V/def2-TZVPD

Geometry (Å):
Ir1 0.32 -1.01 0.18
S1 1.17 1.27 0.18
C1 2.60 0.43 0.66
C2 3.84 0.98 0.94
C3 4.87 0.12 1.31
C4 4.62 -1.24 1.39
C5 3.35 -1.73 1.09
N1 2.37 -0.91 0.74
H1 3.99 2.05 0.87
H2 5.85 0.51 1.54
H3 5.40 -1.94 1.68
H4 3.12 -2.79 1.14
C6 -1.60 -1.26 -3.73
C7 -1.63 -2.74 -3.33
C8 -1.39 -2.69 -1.84
O1 -0.51 -1.51 -1.66
C9 -0.46 -0.71 -2.90
H5 -2.54 -0.77 -3.46
H6 -1.42 -1.12 -4.79
H7 -0.83 -3.29 -3.83
H8 -2.58 -3.22 -3.57
H9 -0.86 -3.55 -1.43
H10 -2.30 -2.49 -1.27
H11 0.52 -0.90 -3.35
H12 -0.56 0.33 -2.61
Br1 -2.86 1.01 -0.61
C10 -2.41 1.83 1.03
C11 -2.59 3.20 1.16
C12 -2.29 3.82 2.35
C13 -1.80 3.10 3.43
C14 -1.61 1.73 3.31
C15 -1.92 1.11 2.11
I1 -1.64 -0.97 2.01
H13 -2.98 3.76 0.32
H14 -2.44 4.89 2.45
H15 -1.57 3.59 4.36
H16 -1.23 1.15 4.15

relative energy (zero: lowest compared OMol25 entry of this formula, charge and spin)	0.0	kJ/mol
charge	+2
⟨S²⟩	6.02
highest occupied orbital energy (spin up / spin down)	-15.07 / -15.08	eV
2S+1	5
orbital gap (spin up / spin down)	8.66 / 5.34	eV



Record 4
Formula: C15H16FN5O
Source: OMol25
Level of theory: ωB97M-V/def2-TZVPD

Geometry (Å):
C1 -1.10 2.76 -1.75
C2 0.14 2.94 -2.75
C3 -0.03 3.85 -3.91
C4 1.19 1.66 -2.75
C5 1.57 0.95 -1.65
N1 0.62 -0.07 -1.36
C6 1.24 -0.57 0.06
C7 2.24 0.01 0.76
N2 2.21 -0.82 1.79
N3 1.46 -1.64 1.80
N4 0.74 -1.70 0.56
C8 -0.35 -2.41 0.45
C9 -1.60 -1.73 1.16
C10 -1.64 -1.55 2.44
C11 -2.66 -1.27 3.16
C12 -4.04 -0.79 2.24
C13 -3.96 -1.09 1.02
C14 -2.63 -1.77 0.29
F1 -2.91 -1.67 -1.09
C15 3.04 0.92 0.38
O1 3.99 1.72 0.89
N5 2.51 1.48 -1.00
H1 -1.68 3.57 -1.55
H2 -1.73 1.96 -2.34
H3 -0.93 2.16 -0.91
H4 0.83 3.62 -1.93
H5 0.88 4.20 -4.38
H6 -0.47 4.60 -3.75
H7 -0.54 3.10 -4.60
H8 1.90 1.75 -3.55
H9 0.32 1.21 -3.22
H10 -0.60 -2.36 -0.79
H11 -0.11 -3.51 0.85
H12 -0.82 -1.89 3.02
H13 -2.65 -1.11 4.17
H14 -4.74 -0.51 2.74
H15 -4.78 -0.79 0.44
H16 3.06 2.49 -1.20

relative energy (zero: lowest compared OMol25 entry of this formula, charge and spin)	0.0	kJ/mol
SMILES string	CC(C)Cc1nc2c(nnn2Cc2ccccc2F)c(=O)[nH]1
highest occupied orbital energy	-9.22	eV
orbital gap	9.27	eV



Record 5
Formula: C15H16FN5O2S
Source: OMol25
Level of theory: ωB97M-V/def2-TZVPD

Geometry (Å):
C1 -1.14 -2.70 0.88
C2 -0.22 -2.01 -0.08
C3 0.93 -2.76 -0.69
C4 2.29 -2.18 -0.25
O1 3.14 -2.89 0.25
N1 2.40 -0.87 -0.52
C5 3.45 0.01 -0.24
C6 4.70 -0.43 0.18
C7 5.71 0.48 0.43
C8 5.45 1.83 0.25
F1 6.44 2.72 0.49
C9 4.22 2.29 -0.16
C10 3.21 1.37 -0.41
N2 -0.31 -0.78 -0.42
N3 -1.25 0.06 0.06
C11 -1.14 1.39 -0.20
O2 -0.21 1.86 -0.81
C12 -2.26 2.22 0.41
C13 -3.58 1.52 0.41
C14 -4.15 0.91 1.48
S1 -5.66 0.17 1.03
C15 -5.37 0.76 -0.61
N4 -6.29 0.56 -1.58
N5 -4.27 1.41 -0.76
H1 -1.15 -2.18 1.84
H2 -0.82 -3.73 1.05
H3 -2.16 -2.71 0.49
H4 0.90 -3.81 -0.41
H5 0.89 -2.67 -1.77
H6 1.54 -0.41 -0.84
H7 4.88 -1.49 0.31
H8 6.69 0.16 0.75
H9 4.05 3.35 -0.29
H10 2.24 1.71 -0.72
H11 -2.02 -0.28 0.64
H12 -2.34 3.14 -0.18
H13 -1.97 2.49 1.43
H14 -3.82 0.87 2.50
H15 -6.99 -0.14 -1.45
H16 -6.00 0.77 -2.52

relative energy (zero: lowest compared OMol25 entry of this formula, charge and spin)	0.0	kJ/mol
SMILES string	C/C(CC(=O)Nc1ccc(F)cc1)=N\NC(=O)Cc1csc(N)n1
highest occupied orbital energy	-8.01	eV
orbital gap	8.21	eV



Record 6
Formula: C15H16N2O4S
Source: OMol25
Level of theory: ωB97M-V/def2-TZVPD

Geometry (Å):
C1 1.23 2.62 1.15
H1 1.64 2.83 2.08
H2 0.25 2.64 0.97
H3 1.61 3.38 0.38
O1 1.71 1.19 0.50
C2 2.99 1.17 0.69
O2 3.68 2.05 1.10
C3 3.48 -0.04 0.12
C4 2.75 -1.18 -0.22
N1 1.47 -1.29 -0.19
C5 0.59 -2.15 -0.40
O3 0.95 -3.38 -0.64
N2 -0.68 -2.25 -0.58
C6 -1.34 -0.74 -0.40
C7 -0.93 0.26 -1.28
C8 -1.67 1.45 -0.97
C9 -2.71 1.41 -0.27
C10 -3.26 0.41 0.45
C11 -2.44 -0.63 0.26
O4 -2.95 -1.84 1.08
C12 -4.17 -1.88 1.60
H4 -4.19 -1.08 2.68
H5 -4.24 -2.78 2.14
H6 -5.04 -1.59 1.23
H7 -4.13 0.74 0.71
H8 -3.20 2.52 -0.28
C13 -1.10 2.47 -1.90
H9 0.01 2.82 -2.00
H10 -1.59 2.57 -2.80
H11 -1.41 3.55 -1.39
H12 -0.04 0.29 -1.83
H13 -1.33 -2.90 -0.48
H14 1.00 -0.33 0.09
C14 3.65 -2.41 -0.45
C15 4.95 -2.01 -0.29
S1 5.26 -0.12 0.23
H15 5.86 -2.57 -0.64
H16 3.31 -3.23 -0.45

relative energy (zero: lowest compared OMol25 entry of this formula, charge and spin)	1281.1	kJ/mol
highest occupied orbital energy	-8.16	eV
orbital gap	8.30	eV



Record 7
Formula: C15H16N8O2
Source: OMol25
Level of theory: ωB97M-V/def2-TZVPD

Geometry (Å):
O1 1.48 -3.15 0.64
N1 0.34 -3.37 0.16
O2 -0.44 -4.24 0.62
C1 -0.07 -2.54 -0.93
C2 -1.37 -2.68 -1.49
C3 -1.94 -1.63 -2.17
C4 -1.16 -0.47 -2.38
N2 -1.46 0.79 -2.76
N3 -0.29 1.49 -2.70
N4 0.69 0.75 -2.30
N5 0.18 -0.51 -2.06
C5 0.71 -1.42 -1.20
H1 -1.89 -3.62 -1.31
H2 -2.97 -1.59 -2.53
H3 1.77 -1.36 -0.98
C6 -4.16 0.99 0.31
C7 -3.58 -0.25 0.62
C8 -2.27 -0.30 1.12
C9 -1.53 0.87 1.24
C10 -0.07 0.78 1.64
N6 0.71 0.28 0.53
C11 1.99 0.61 0.60
N7 2.85 0.51 -0.46
C12 4.18 0.94 -0.13
C13 4.12 1.13 1.39
N8 2.71 1.01 1.67
C14 -2.12 2.11 0.97
C15 -3.43 2.17 0.50
H4 -5.18 1.02 -0.07
H5 -4.13 -1.18 0.49
H6 -1.81 -1.25 1.40
H7 0.25 1.78 1.96
H8 0.01 0.09 2.50
H9 2.46 0.50 -1.40
H10 4.90 0.17 -0.42
H11 4.42 1.87 -0.64
H12 4.69 0.34 1.90
H13 4.50 2.10 1.70
H14 2.30 1.09 2.60
H15 -1.53 3.02 1.12
H16 -3.88 3.13 0.27

SMILES string	O=[N+]([O-])c1ccc2nnnn2c1.c1ccc(CN=C2NCCN2)cc1
highest occupied orbital energy	-8.53	eV
orbital gap	7.67	eV



Record 8
Formula: C15H17Cl2N3O4S2
Source: OMol25
Level of theory: ωB97M-V/def2-TZVPD

Geometry (Å):
C1 4.37 3.31 3.42
C2 3.64 4.15 2.42
O1 3.95 5.28 2.12
N1 2.53 3.60 1.80
C3 1.91 2.39 1.89
N2 0.88 2.15 1.18
N3 0.34 0.92 1.36
C4 -0.89 0.66 0.82
C5 -1.51 1.84 0.13
O2 -1.42 -0.43 0.90
C6 1.11 -0.02 2.20
C7 0.27 -0.62 3.31
C8 1.88 -1.05 1.37
C9 1.04 -2.10 0.66
S1 1.20 -1.95 -1.16
O3 1.49 -3.26 -1.69
O4 2.12 -0.88 -1.47
C10 -0.42 -1.45 -1.76
C11 -0.57 -0.24 -2.39
C12 -1.82 0.15 -2.83
C13 -2.91 -0.68 -2.62
Cl1 -4.47 -0.18 -3.15
C14 -2.75 -1.91 -1.99
Cl2 -4.10 -2.94 -1.75
C15 -1.49 -2.30 -1.56
S2 2.41 1.07 2.96
H1 3.71 3.02 4.23
H2 5.20 3.89 3.82
H3 4.76 2.41 2.95
H4 2.09 4.22 1.13
H5 -1.66 2.64 0.85
H6 -2.46 1.54 -0.30
H7 -0.84 2.20 -0.65
H8 0.88 -1.27 3.92
H9 -0.56 -1.19 2.89
H10 -0.15 0.17 3.94
H11 2.45 -0.52 0.60
H12 2.60 -1.53 2.04
H13 -0.02 -2.00 0.86
H14 1.36 -3.12 0.89
H15 0.30 0.39 -2.53
H16 -1.96 1.10 -3.33
H17 -1.35 -3.26 -1.08

SMILES string	CC(=O)NC1=NN(C(C)=O)[C@@](C)(CCS(=O)(=O)c2ccc(Cl)c(Cl)c2)S1
highest occupied orbital energy	-8.66	eV
orbital gap	8.90	eV



Record 9
Formula: C15H17F3N2O5PdS2Te
Source: OMol25
Level of theory: ωB97M-V/def2-TZVPD

Geometry (Å):
Pd1 -0.45 0.20 0.76
C1 -0.13 8.92 -0.23
C2 -0.50 7.46 -0.22
C3 -0.91 6.82 -1.39
C4 -1.23 5.47 -1.40
C5 -1.13 4.75 -0.22
C6 -0.73 5.36 0.96
C7 -0.42 6.71 0.95
S1 -1.54 3.03 -0.19
O1 -1.84 2.62 -1.54
O2 -2.51 2.82 0.85
N1 -0.17 2.33 0.37
C8 0.86 2.02 -0.51
C9 1.32 2.73 -1.62
C10 2.35 2.17 -2.35
C11 2.89 0.93 -1.99
C12 2.37 0.29 -0.90
N2 1.40 0.84 -0.15
H1 -0.67 9.46 -1.01
H2 0.94 9.04 -0.42
H3 -0.35 9.38 0.73
H4 -0.99 7.40 -2.31
H5 -1.55 4.97 -2.30
H6 -0.68 4.78 1.87
H7 -0.11 7.19 1.87
H8 0.86 3.66 -1.91
H9 2.72 2.69 -3.22
H10 3.68 0.48 -2.57
H11 2.71 -0.69 -0.59
F1 -0.80 -4.77 0.52
C13 -0.51 -3.52 0.86
F2 0.77 -3.29 0.56
F3 -0.63 -3.41 2.20
S2 -1.64 -2.30 -0.01
O3 -2.10 -1.43 1.09
O4 -2.62 -3.08 -0.67
O5 -0.69 -1.54 -0.84
C14 1.40 -0.07 3.70
Te1 -0.48 0.88 3.34
C15 -1.64 -0.70 4.18
H12 1.60 -0.12 4.77
H13 2.16 0.52 3.20
H14 1.37 -1.07 3.27
H15 -1.18 -1.64 3.90
H16 -2.63 -0.64 3.73
H17 -1.69 -0.59 5.25

relative energy (zero: lowest compared OMol25 entry of this formula, charge and spin)	0.0	kJ/mol
⟨S²⟩	2.01
highest occupied orbital energy (spin up / spin down)	-8.47 / -9.02	eV
2S+1	3
orbital gap (spin up / spin down)	8.52 / 7.35	eV



Record 10
Formula: C15H17F5N2O7S2
Source: OMol25
Level of theory: ωB97M-V/def2-TZVPD

Geometry (Å):
C1 1.67 3.19 0.18
C2 2.06 1.61 0.03
O1 1.00 0.96 -0.82
C3 3.54 1.33 -0.65
O2 4.67 1.47 0.30
O3 5.45 0.42 0.28
S1 6.12 0.11 1.83
O4 7.67 -0.14 1.64
O5 5.39 -1.29 2.54
S2 3.72 -0.93 2.62
O6 3.08 -1.24 1.24
O7 3.63 0.59 3.02
C4 2.77 -1.86 3.94
F1 1.36 -2.02 3.43
F2 2.74 -0.95 5.15
C5 3.37 -3.35 4.30
F3 3.54 -4.25 3.14
F4 2.35 -4.00 5.20
F5 4.62 -3.27 5.12
H1 2.34 3.90 -0.46
H2 1.85 3.48 1.33
H3 0.50 3.36 0.02
H4 1.96 1.12 1.09
H5 0.65 0.21 -0.25
H6 3.49 0.25 -1.13
H7 3.69 2.12 -1.53
N1 -1.81 1.78 -1.98
C6 -3.09 2.22 -1.96
C7 -3.97 2.06 -3.02
C8 -3.51 1.42 -4.17
C9 -2.20 0.96 -4.21
C10 -1.39 1.16 -3.10
H8 -3.40 2.72 -1.05
H9 -4.99 2.43 -2.95
H10 -4.17 1.28 -5.02
H11 -1.81 0.46 -5.09
H12 -0.36 0.82 -3.09
N2 -4.17 -1.10 0.86
C11 -5.07 -2.11 0.82
C12 -5.62 -2.61 -0.35
C13 -5.21 -2.05 -1.56
C14 -4.29 -1.01 -1.55
C15 -3.80 -0.58 -0.33
H13 -5.36 -2.51 1.78
H14 -6.33 -3.42 -0.33
H15 -5.62 -2.42 -2.50
H16 -3.95 -0.55 -2.48
H17 -3.07 0.23 -0.27

highest occupied orbital energy	-9.54	eV
orbital gap	7.54	eV



Record 11
Formula: C15H17FNO
Source: OMol25
Level of theory: ωB97M-V/def2-TZVPD

Geometry (Å):
C1 -3.24 -1.74 0.73
C2 -2.92 -2.97 -0.16
C3 -1.68 -2.75 -1.03
C4 -0.36 -2.94 -0.29
N1 0.21 -1.71 0.30
C5 0.57 -1.68 1.62
C6 1.13 -0.58 2.18
C7 1.36 0.57 1.40
C8 1.95 1.76 1.89
C9 2.12 2.82 1.06
C10 1.73 2.80 -0.30
C11 1.94 4.02 -1.15
C12 1.13 4.01 -2.40
O1 1.54 4.08 -3.50
F1 -0.18 3.94 -2.17
C13 1.18 1.66 -0.81
C14 0.99 0.54 0.04
C15 0.42 -0.64 -0.46
H1 -3.19 -2.00 1.78
H2 -2.55 -0.92 0.54
H3 -4.24 -1.37 0.56
H4 -2.83 -3.87 0.42
H5 -3.75 -3.10 -0.85
H6 -1.69 -3.47 -1.84
H7 -1.77 -1.77 -1.50
H8 -0.48 -3.68 0.49
H9 0.38 -3.34 -0.97
H10 0.40 -2.55 2.22
H11 1.41 -0.58 3.22
H12 2.26 1.83 2.92
H13 2.56 3.73 1.43
H14 1.62 4.89 -0.58
H15 2.98 4.16 -1.44
H16 0.88 1.56 -1.84
H17 0.14 -0.71 -1.50

relative energy (zero: lowest compared OMol25 entry of this formula, charge and spin)	0.0	kJ/mol
charge	+1
SMILES string	CCCC[n+]1ccc2ccc(CC(=O)F)cc2c1
highest occupied orbital energy	-12.95	eV
orbital gap	8.50	eV



Record 12
Formula: C15H17N2NaO5S7
Source: OMol25
Level of theory: ωB97M-V/def2-TZVPD

Geometry (Å):
Na1 0.11 -1.28 0.08
C1 -3.92 1.40 0.71
C2 -2.98 1.74 1.88
S1 -1.21 1.54 1.61
C3 -0.78 3.00 0.64
C4 -1.33 3.09 -0.78
S2 -1.16 1.59 -1.79
C5 -2.88 1.29 -2.30
C6 -3.53 0.03 -1.77
S3 -3.59 -0.24 0.02
H1 -3.84 2.13 -0.08
H2 -4.95 1.44 1.08
H3 -3.19 1.07 2.71
H4 -3.18 2.76 2.22
H5 0.31 2.95 0.60
H6 -1.04 3.90 1.20
H7 -0.80 3.90 -1.29
H8 -2.38 3.38 -0.76
H9 -2.86 1.20 -3.39
H10 -3.46 2.19 -2.08
H11 -2.96 -0.84 -2.12
H12 -4.54 -0.04 -2.19
C7 3.55 1.23 0.96
C8 2.84 0.37 1.95
N1 1.64 -0.14 1.79
C9 1.39 -0.88 2.93
C10 2.44 -0.78 3.80
N2 3.34 0.02 3.16
C11 2.77 -1.32 5.16
O1 1.89 -2.07 5.68
O2 3.87 -0.99 5.62
C12 0.13 -1.67 3.03
O3 -0.08 -2.32 4.14
O4 -0.66 -1.70 2.09
H13 3.10 1.09 -0.02
H14 4.60 0.97 0.90
H15 3.47 2.29 1.24
H16 4.24 0.23 3.57
H17 0.71 -2.21 4.81
O5 2.06 -2.41 -6.93
C13 1.72 -2.21 -5.77
S4 0.26 -2.85 -5.04
C14 0.43 -2.13 -3.42
C15 1.54 -1.38 -3.23
S5 2.05 -0.53 -1.79
S6 2.62 -1.23 -4.63
S7 -0.86 -2.52 -2.31

relative energy (zero: lowest compared OMol25 entry of this formula, charge and spin)	28.6	kJ/mol
charge	-2
highest occupied orbital energy	-0.55	eV
orbital gap	4.18	eV